This record from the Open Molecules 2025 dataset describes a structure of composition C6H7NS in a non-equilibrium geometry. The level of theory is ωB97M-V with the def2-TZVPD basis set.

```
15
Properties=species:S:1:pos:R:3:nbo_charge:R:1
C -1.38 -0.25 -0.01 -0.01
C -0.42 0.28 1.04 -0.31
C -0.25 1.44 -0.01 -0.37
C -0.42 0.28 -1.05 -0.31
C 0.86 -0.54 -0.74 -0.09
C 0.85 -0.53 0.74 -0.09
H -0.73 0.43 2.08 0.24
H -1.09 2.16 0.01 0.22
H 0.70 1.97 0.01 0.22
H -0.71 0.42 -2.07 0.23
H 1.71 -0.40 -1.34 0.21
H 1.45 -2.35 -0.01 0.36
H 1.75 -0.42 1.35 0.22
N 0.60 -1.78 0.00 -0.58
S -2.92 -0.70 0.00 0.07
```

Results
- HOMO energy: -0.3051 Eh
- LUMO level: 0.0159 Eh
- Relative energy (zero: lowest compared OMol25 entry of this formula, charge and spin): 278.8 kJ/mol
- Maximum force: 1.30 eV/Å

This record from the Open Molecules 2025 dataset describes a cluster of 2 separate species, C19H20N2 in total in a non-equilibrium geometry. The level of theory is ωB97M-V with the def2-TZVPD basis set.

```
41
Properties=species:S:1:pos:R:3:nbo_charge:R:1
C -2.86 0.55 1.12 -0.60
C -2.44 -0.76 1.79 -0.42
C -1.03 -0.95 2.30 -0.09
C -0.52 -2.13 2.73 -0.02
N 0.85 -2.00 2.93 -0.53
C 1.17 -0.66 2.85 0.15
C 2.34 -0.05 3.28 -0.24
C 2.42 1.30 2.99 -0.21
C 1.33 2.00 2.47 -0.24
C 0.12 1.41 2.20 -0.19
C 0.01 0.01 2.40 -0.11
H -2.01 1.04 0.65 0.20
H -3.31 1.24 1.84 0.21
H -3.61 0.34 0.38 0.22
H -3.10 -0.96 2.65 0.21
H -2.70 -1.60 1.14 0.21
H -0.96 -3.10 2.91 0.21
H 1.43 -2.79 3.10 0.41
H 3.13 -0.62 3.75 0.22
H 3.26 1.91 3.29 0.21
H 1.46 3.06 2.28 0.21
H -0.74 1.99 1.93 0.21
C -0.53 2.59 -2.20 -0.64
C -0.14 1.39 -2.98 -0.08
C 0.13 1.41 -4.31 -0.05
N 0.53 0.15 -4.70 -0.54
C 0.57 -0.66 -3.60 0.21
C 1.04 -1.96 -3.45 -0.27
C 1.17 -2.43 -2.15 -0.21
C 0.69 -1.72 -1.04 -0.23
C 0.05 -0.51 -1.22 -0.18
C 0.09 0.06 -2.49 -0.12
H -1.08 2.35 -1.27 0.21
H -1.08 3.40 -2.62 0.22
H 0.35 2.89 -1.61 0.22
H -0.12 2.19 -5.01 0.21
H 0.87 -0.15 -5.59 0.41
H 1.44 -2.61 -4.22 0.21
H 1.48 -3.44 -1.98 0.20
H 0.79 -2.19 -0.07 0.21
H -0.53 0.02 -0.48 0.21
```

Results
- HOMO energy: -0.2782 Eh
- LUMO level: 0.0333 Eh
- SMILES: CCc1c[nH]c2ccccc12.Cc1c[nH]c2ccccc12
- Relative energy (zero: lowest compared OMol25 entry of this formula, charge and spin): 73.2 kJ/mol
- Maximum force: 3.11 eV/Å

This record from the Open Molecules 2025 dataset describes a structure of composition C38H53N6PPdS2 in a non-equilibrium geometry. The level of theory is ωB97M-V with the def2-TZVPD basis set.

```
101
Properties=species:S:1:pos:R:3:lowdin_charge:R:1
Pd -1.16 -0.30 0.01 0.46
S 1.00 0.00 0.92 0.77
C 1.56 1.48 0.29 -0.58
N 2.88 1.80 0.42 -0.06
C 3.34 3.12 -0.09 -0.08
C 2.36 4.21 0.34 -0.09
N 1.00 3.83 -0.07 -0.07
C 0.07 4.98 -0.12 -0.10
C 0.39 5.93 -1.26 -0.22
C 0.03 5.58 -2.56 -0.04
C 0.22 6.45 -3.64 -0.06
C 0.81 7.68 -3.41 -0.08
C 1.10 8.08 -2.13 -0.08
C 0.85 7.25 -1.04 -0.04
C 0.62 2.50 -0.10 -0.59
S -1.01 2.10 -0.39 0.77
C 3.93 0.74 0.54 -0.11
C 5.08 1.07 1.48 -0.23
C 4.94 0.99 2.86 -0.05
C 6.01 1.18 3.70 -0.06
C 7.24 1.58 3.15 -0.05
C 7.39 1.62 1.78 -0.07
C 6.36 1.31 0.91 -0.03
H 3.40 3.13 -1.18 0.15
H 4.36 3.31 0.34 0.15
H 2.64 5.14 -0.16 0.14
H 2.49 4.36 1.44 0.16
H 0.12 5.46 0.86 0.14
H -0.92 4.52 -0.32 0.08
H -0.48 4.66 -2.73 0.10
H -0.01 6.12 -4.66 0.12
H 1.07 8.33 -4.29 0.13
H 1.57 9.05 -1.94 0.12
H 0.99 7.66 -0.03 0.12
H 4.35 0.58 -0.50 0.15
H 3.42 -0.19 0.89 0.08
H 3.96 0.65 3.28 0.13
H 5.88 1.16 4.76 0.11
H 8.12 1.73 3.73 0.11
H 8.37 1.82 1.38 0.11
H 6.50 1.23 -0.16 0.11
C -3.69 -0.35 -1.49 -0.18
N -3.40 0.14 -0.10 -0.20
C -4.00 -0.81 0.87 -0.19
N -5.43 -1.05 0.65 -0.07
C -5.60 -1.54 -0.74 -0.15
N -5.11 -0.58 -1.75 -0.06
C -5.84 0.71 -1.50 -0.12
N -5.60 1.27 -0.12 -0.07
C -4.14 1.43 0.12 -0.18
C -6.12 0.24 0.82 -0.15
H -3.10 -1.26 -1.63 0.10
H -3.33 0.42 -2.18 0.13
H -3.85 -0.37 1.87 0.14
H -3.44 -1.75 0.75 0.07
H -6.66 -1.75 -0.92 0.14
H -5.03 -2.48 -0.85 0.11
H -6.93 0.52 -1.58 0.14
H -5.52 1.43 -2.25 0.13
H -4.01 1.75 1.15 0.13
H -3.67 2.17 -0.54 0.09
H -7.21 0.23 0.70 0.14
H -5.87 0.59 1.86 0.14
C -1.01 -5.52 0.42 -0.06
C -1.77 -4.21 -0.01 -0.57
C -2.54 -4.40 -1.36 -0.08
C -2.89 -4.04 1.06 -0.09
P -0.48 -2.73 -0.06 1.08
C 0.48 -3.09 1.42 -0.44
C 1.79 -3.58 1.49 -0.08
C 2.31 -3.94 2.75 -0.05
C 1.59 -3.73 3.92 -0.05
C 0.33 -3.13 3.86 -0.07
C -0.21 -2.76 2.65 -0.13
C 0.66 -2.98 -1.61 -0.64
C 0.89 -4.47 -1.91 -0.08
C -0.06 -2.26 -2.78 -0.11
C 2.06 -2.34 -1.52 -0.10
H -1.62 -6.39 0.26 0.09
H -0.66 -5.46 1.46 0.09
H -0.11 -5.68 -0.16 0.04
H -3.35 -5.14 -1.22 0.11
H -1.93 -4.78 -2.18 0.07
H -3.03 -3.47 -1.70 0.05
H -3.26 -5.02 1.27 0.09
H -3.71 -3.45 0.67 0.04
H -2.57 -3.66 2.02 0.07
H 2.37 -3.81 0.61 0.08
H 3.30 -4.38 2.77 0.11
H 2.05 -3.95 4.88 0.12
H -0.27 -2.98 4.77 0.12
H -1.18 -2.21 2.55 0.10
H -0.03 -5.00 -2.14 0.06
H 1.36 -4.96 -1.02 0.08
H 1.57 -4.57 -2.76 0.10
H -1.03 -2.71 -3.06 0.07
H 0.57 -2.33 -3.69 0.10
H -0.29 -1.19 -2.57 0.06
H 2.79 -2.91 -0.92 0.07
H 2.06 -1.35 -1.10 0.01
H 2.50 -2.26 -2.53 0.10
```

Results
- HOMO energy (spin up / spin down): -0.4720 / -0.5009 Eh
- 2S+1: 3
- LUMO level (spin up / spin down): -0.2629 / -0.3012 Eh
- Relative energy (zero: lowest compared OMol25 entry of this formula, charge and spin): 80.7 kJ/mol
- Total charge: +2
- Maximum force: 4.08 eV/Å

This record from the Open Molecules 2025 dataset describes a structure of composition C11H26LiNO11P in a non-equilibrium geometry. The level of theory is ωB97M-V with the def2-TZVPD basis set.

```
51
Properties=species:S:1:pos:R:3:nbo_charge:R:1
C 3.91 0.54 -3.56 -0.41
N 3.50 1.09 -2.26 -0.22
C 4.67 1.82 -1.86 -0.40
C 2.38 2.04 -2.50 -0.52
C 3.11 0.11 -1.32 -0.32
C 2.59 0.44 0.14 -0.01
O 2.20 -0.70 0.82 -0.73
H 4.03 1.28 -4.28 0.22
H 2.97 -0.05 -3.88 0.27
H 4.61 -0.20 -3.39 0.22
H 4.68 2.04 -0.91 0.22
H 5.01 2.65 -2.44 0.22
H 5.69 1.29 -2.05 0.21
H 2.02 2.66 -1.73 0.24
H 1.31 1.56 -2.39 0.34
H 2.31 2.55 -3.44 0.23
H 4.07 -0.50 -1.15 0.19
H 2.49 -0.71 -1.78 0.33
H 1.82 1.15 0.00 0.15
H 3.54 0.92 0.86 0.12
H 1.47 -1.05 0.38 0.52
Li -1.15 -1.01 0.54 0.89
P -0.50 -1.74 -1.80 2.58
O -1.77 -1.55 -1.17 -1.37
O 0.30 -1.64 -0.37 -1.40
O -0.15 -0.56 -2.60 -1.33
O -0.37 -2.99 -2.56 -1.25
C -1.39 1.69 -1.03 -0.26
O -1.95 2.41 0.06 -0.49
C -2.19 1.74 1.18 1.01
O -1.81 0.59 1.44 -0.66
O -2.89 2.55 2.16 -0.54
C -3.09 1.99 3.42 -0.25
H -0.56 1.29 -0.77 0.20
H -1.02 2.36 -1.78 0.17
H -2.11 1.10 -1.67 0.26
H -3.75 2.70 4.17 0.18
H -2.10 1.91 3.86 0.19
H -3.71 1.03 3.43 0.20
C -2.26 -3.33 4.58 -0.23
O -3.42 -3.10 3.75 -0.49
C -3.20 -2.50 2.58 0.99
O -2.12 -2.17 2.13 -0.66
O -4.28 -2.16 1.89 -0.54
C -4.29 -1.84 0.46 -0.27
H -1.60 -2.64 4.87 0.19
H -1.80 -4.12 4.13 0.19
H -2.59 -3.65 5.47 0.17
H -3.73 -2.74 -0.01 0.25
H -3.62 -0.88 0.21 0.22
H -5.26 -1.63 0.12 0.18
```

Results
- HOMO energy: -0.0729 Eh
- LUMO level: 0.0706 Eh
- Relative energy (zero: lowest compared OMol25 entry of this formula, charge and spin): 33.8 kJ/mol
- Total charge: -1
- Maximum force: 9.48 eV/Å

This record from the Open Molecules 2025 dataset describes a cluster of 2 separate species, C20H28N4O5S in total in a non-equilibrium geometry. The level of theory is ωB97M-V with the def2-TZVPD basis set.

```
58
Properties=species:S:1:pos:R:3:nbo_charge:R:1
C -1.69 -2.11 -3.04 -0.62
C -1.31 -2.54 -1.61 -0.38
C -2.32 -2.09 -0.51 -0.29
C -1.83 -2.45 0.91 0.09
C -0.99 -3.55 1.15 -0.21
C -0.56 -3.88 2.44 -0.21
C -0.99 -3.12 3.53 -0.20
C -1.84 -2.03 3.33 -0.22
C -2.26 -1.71 2.03 -0.23
C -3.67 -2.77 -0.74 0.69
O -3.79 -3.99 -0.79 -0.58
N -4.82 -2.09 -1.01 -0.63
C -4.85 -0.75 -1.09 0.78
O -5.89 -0.19 -1.35 -0.60
N -3.75 -0.01 -0.86 -0.64
C -2.54 -0.58 -0.63 0.71
O -1.63 0.22 -0.52 -0.59
H -0.96 -2.51 -3.75 0.23
H -2.68 -2.48 -3.32 0.20
H -1.68 -1.02 -3.14 0.21
H -0.31 -2.14 -1.38 0.25
H -1.23 -3.63 -1.63 0.23
H -0.64 -4.19 0.35 0.22
H 0.09 -4.73 2.60 0.22
H -0.66 -3.37 4.54 0.22
H -2.18 -1.44 4.17 0.22
H -2.93 -0.86 1.93 0.21
H -5.67 -2.62 -1.18 0.45
H -3.79 0.99 -1.02 0.45
C 3.43 1.10 -3.66 -0.41
N 3.10 1.77 -2.40 -0.60
C 2.81 1.13 -1.26 0.67
O 2.81 -0.10 -1.20 -0.65
C 2.47 1.97 0.00 -0.14
C 1.23 1.43 0.72 -0.41
C 1.11 1.94 2.16 -0.53
S 2.28 1.22 3.34 0.19
C 1.48 -0.38 3.65 -0.74
N 2.29 3.42 -0.23 -0.62
C 3.26 4.28 -0.54 0.66
C 2.89 5.74 -0.56 -0.71
O 4.40 3.93 -0.83 -0.64
H 2.63 0.41 -3.93 0.21
H 4.36 0.54 -3.54 0.21
H 3.56 1.84 -4.45 0.20
H 3.21 2.77 -2.35 0.41
H 3.33 1.84 0.66 0.24
H 0.34 1.73 0.16 0.22
H 1.25 0.34 0.75 0.25
H 1.24 3.02 2.16 0.21
H 0.10 1.74 2.52 0.22
H 1.44 -0.96 2.73 0.22
H 0.47 -0.22 4.02 0.21
H 2.06 -0.94 4.39 0.23
H 1.38 3.80 -0.03 0.40
H 2.53 6.04 0.42 0.22
H 2.12 5.92 -1.31 0.22
H 3.78 6.32 -0.81 0.25
```

Results
- HOMO energy: -0.3140 Eh
- LUMO level: 0.0156 Eh
- SMILES: CCC1(c2ccccc2)C(=O)NC(=O)NC1=O.CNC(=O)[C@H](CCSC)NC(C)=O
- Relative energy (zero: lowest compared OMol25 entry of this formula, charge and spin): 0.0 kJ/mol
- Maximum force: 3.34 eV/Å

This record from the Open Molecules 2025 dataset describes a cluster of 7 separate species, C4H22N2O7 in total in a non-equilibrium geometry. The level of theory is ωB97M-V with the def2-TZVPD basis set.

```
35
Properties=species:S:1:pos:R:3:nbo_charge:R:1
C -0.24 0.75 3.29 0.51
N -0.19 1.47 2.14 -0.60
C -1.22 1.17 1.18 -0.26
C -1.10 2.01 -0.08 -0.30
N -0.20 1.19 -0.91 -0.20
C -0.18 1.70 -2.34 -0.47
O -1.16 0.04 3.59 -0.54
H 0.62 0.74 3.98 0.16
H 0.46 2.22 1.95 0.41
H -1.26 0.08 0.88 0.22
H -2.19 1.24 1.69 0.28
H -0.56 2.98 0.21 0.27
H -2.10 2.23 -0.38 0.29
H 0.73 1.15 -0.46 0.42
H -1.25 1.69 -2.60 0.25
H 0.28 2.67 -2.54 0.29
H 0.37 0.97 -2.92 0.24
H 0.99 -1.71 3.50 0.47
H 2.04 -2.37 2.42 0.50
O 1.87 -2.01 3.31 -0.98
H -2.34 -1.75 -0.70 0.48
H -2.19 -3.19 -1.18 0.49
O -1.82 -2.31 -1.28 -0.97
H 2.16 -3.14 0.20 0.50
H 2.54 -1.74 -0.03 0.44
O 2.58 -2.39 0.67 -0.93
H 0.26 -3.23 -1.87 0.48
H 1.54 -2.55 -1.63 0.44
O 1.18 -3.43 -1.77 -0.92
H -3.12 -0.08 -2.76 0.49
H -2.17 0.21 -1.60 0.44
O -3.08 0.33 -1.89 -0.93
H 3.32 2.10 -0.19 0.49
H 2.71 0.94 -0.90 0.45
O 2.76 1.99 -0.97 -0.93
```

Results
- HOMO energy (spin up / spin down): -0.4872 / -0.4872 Eh
- 2S+1: 2
- LUMO level (spin up / spin down): -0.1407 / -0.3226 Eh
- Relative energy (zero: lowest compared OMol25 entry of this formula, charge and spin): 199.5 kJ/mol
- Total charge: +1
- Maximum force: 4.99 eV/Å